<i>
A 2-piece molecular cluster, C4H12S overall, computed with ωB97M-V with the def2-TZVPD basis set.

The geometry in ORCA input format:
```
! wB97M-V def2-TZVPD RIJCOSX def2/J DEFGRID3
* xyz 0 1
C 1.31378 -2.20078 1.97548
C 1.19448 -1.14249 0.88123
H 1.49655 -3.22570 1.67493
H 2.05284 -1.91588 2.73364
H 0.41425 -2.22123 2.61287
H 1.43482 -1.45321 -0.14186
H 1.90235 -0.36176 1.13995
H 0.17250 -0.79131 0.80076
C -1.23794 2.80740 -1.00763
C -1.01270 0.12596 -1.52608
S -1.89167 1.26568 -0.43424
H -0.15054 2.74040 -1.14551
H -1.57623 3.12581 -1.99999
H -1.43948 3.60198 -0.29864
H -1.27321 -0.85438 -1.12887
H 0.06334 0.28574 -1.61593
H -1.46314 0.21377 -2.52013
*
```

SMILES = CSC.CC
orbital gap = 9.518 eV
E_HOMO = -8.49 eV

***

<ii>
A 2-piece molecular cluster, C4H12S overall, computed with ωB97M-V with the def2-TZVPD basis set.

The geometry in ORCA input format:
```
! wB97M-V def2-TZVPD RIJCOSX def2/J DEFGRID3
* xyz 0 1
C -2.06970 3.01411 0.81109
C -3.12990 2.99456 -0.31683
H -1.48783 2.13436 0.94478
H -1.56796 3.97401 0.86981
H -2.65319 3.11961 1.72633
H -3.30132 4.04436 -0.50685
H -4.06801 2.52532 -0.03997
H -2.70787 2.52558 -1.20416
C -0.01609 -2.00058 -0.10294
C 2.39775 -1.10512 -1.07966
S 1.63976 -1.61922 0.47650
H -0.15064 -2.07336 -1.18350
H -0.28376 -3.02712 0.13866
H -0.69204 -1.31459 0.38692
H 3.21849 -0.41852 -0.95629
H 1.60836 -0.61860 -1.65629
H 2.70901 -1.93109 -1.72311
*
```

SMILES = CSC.CC
orbital gap = 9.374 eV
E_HOMO = -8.46 eV

***

Going by the energies, <i> is most stable and the next is 25.8 kJ/mol up.

***

<i>
A 2-piece molecular cluster, C3H9NO3 overall, computed with ωB97M-V with the def2-TZVPD basis set.

The geometry in ORCA input format:
```
! wB97M-V def2-TZVPD RIJCOSX def2/J DEFGRID3
* xyz 0 1
C 1.26663 0.95042 1.21009
N 0.09284 0.37750 0.79188
C -0.06554 -1.02809 0.56215
C -1.36202 -1.55034 0.16964
O -1.41826 -2.88064 -0.31639
O 1.71191 1.89682 0.54307
H 1.78462 0.61723 2.12355
H -0.34370 1.06739 0.25811
H 0.36400 -1.49149 1.43322
H 0.69118 -1.20557 -0.20406
H -1.76609 -0.87936 -0.67539
H -1.98547 -1.27010 1.05399
H -2.04110 -3.32872 0.22674
H 0.19481 2.96434 -2.88767
H 0.38368 2.19170 -1.46614
O 0.08558 2.04133 -2.35879
*
```

SMILES = O=CNCCO.O
orbital gap = 10.410 eV
E_HOMO = -9.68 eV

***

<ii>
A 2-piece molecular cluster, C3H9NO3 overall, computed with ωB97M-V with the def2-TZVPD basis set.

The geometry in ORCA input format:
```
! wB97M-V def2-TZVPD RIJCOSX def2/J DEFGRID3
* xyz 0 1
O -1.96866 1.87013 -0.94428
C -1.81341 0.87945 -0.27677
C -0.67626 0.73002 0.76649
C 0.64370 1.03198 -0.02695
O 1.76904 0.35450 0.51660
N -0.79804 -0.55231 1.38247
H -2.38106 -0.02248 -0.57127
H -1.00029 1.61123 1.32700
H 0.53266 0.83293 -1.08941
H 0.92602 2.10033 -0.12756
H 2.23657 0.94248 1.11176
H -0.19069 -1.19355 0.88618
H -0.64790 -0.59610 2.37850
H 1.24796 -3.33839 -1.40019
H 1.20572 -2.20073 -2.41190
O 0.91464 -2.44950 -1.52067
*
```

SMILES = N[C@H](C=O)CO.O
orbital gap = 9.636 eV
E_HOMO = -8.99 eV

***

Going by the energies, <ii> is most stable and the next is 5.8 kJ/mol up.

***

<i>
A 2-piece molecular cluster, C3H9NO3 overall, computed with ωB97M-V with the def2-TZVPD basis set.

The geometry in ORCA input format:
```
! wB97M-V def2-TZVPD RIJCOSX def2/J DEFGRID3
* xyz 0 1
O 1.66279 -0.76320 -2.31706
C 0.87596 -0.20651 -1.58684
N 1.22523 0.84904 -0.80713
C 0.59555 0.89740 0.53265
O 1.30279 0.20882 1.64185
C -0.55954 -0.75777 -1.48571
H 2.15038 1.34691 -0.88445
H 0.30892 1.91682 0.84704
H -0.40810 0.40245 0.65102
H 1.53067 -0.60585 1.11722
H -0.50800 -1.37114 -0.52447
H -1.30126 0.04568 -1.35539
H -0.66275 -1.31659 -2.45777
H -1.71563 -0.26487 2.84265
H -2.07567 -0.03101 1.49280
O -2.42135 -0.35018 2.29358
*
```

SMILES = CC(=O)NCO.O
orbital gap = 10.710 eV
E_HOMO = -10.19 eV

***

<ii>
C3H9NO3 as an isolated structure, computed with ωB97M-V with the def2-TZVPD basis set.

The geometry in ORCA input format:
```
! wB97M-V def2-TZVPD RIJCOSX def2/J DEFGRID3
* xyz 0 1
H -0.50167 1.07939 -0.18013
O -0.98733 1.93001 0.50871
N -0.14857 -0.12707 -0.54356
H -1.82984 2.19784 0.13949
H -0.94466 -0.76013 -0.51152
C 0.84277 -0.65359 0.47051
H 1.59635 0.09160 0.73136
C -0.04752 -0.80953 1.82420
O -0.23030 -1.87552 2.34182
O -0.20712 0.36149 2.39950
H -0.69059 1.18873 1.68171
H 1.15642 -1.67437 0.11055
C 0.39807 -0.24466 -1.98184
H 0.46261 -1.32281 -2.12635
H -0.26233 0.25929 -2.68823
H 1.39369 0.35933 -2.17623
*
```

orbital gap = 10.211 eV
E_HOMO = -9.83 eV

***

<iii>
An isolated molecule of C3H9NO3, computed with ωB97M-V with the def2-TZVPD basis set.

The geometry in ORCA input format:
```
! wB97M-V def2-TZVPD RIJCOSX def2/J DEFGRID3
* xyz 0 1
C 1.22179 0.35907 -1.31182
C -0.17024 -0.34642 0.56606
C -0.72846 0.15069 1.97871
N 0.74439 0.63025 0.08992
O 0.25786 0.78337 -2.22921
O 1.53637 -0.98496 -1.53469
O -1.25599 -0.50070 -0.32207
H -0.58456 0.53056 -1.80878
H 0.69019 -1.39600 -1.77378
H -1.85511 -1.15559 0.07830
H 0.31258 1.54849 0.07066
H 2.12677 0.94905 -1.47916
H 0.31920 -1.31352 0.71939
H -1.06713 -0.72481 2.54182
H -1.58625 0.81607 1.84132
H 0.03858 0.65443 2.57334
*
```

SMILES = C[C@@H](O)NC(O)O
orbital gap = 10.410 eV
E_HOMO = -9.85 eV

***

Going by the energies, <iii> is most stable and the next is 74.1 kJ/mol up.

***

<i>
A 2-piece molecular cluster, C3H9NO3 overall, computed with ωB97M-V with the def2-TZVPD basis set.

The geometry in ORCA input format:
```
! wB97M-V def2-TZVPD RIJCOSX def2/J DEFGRID3
* xyz 0 1
O 1.74569 1.17077 -0.74984
C 1.35430 0.18393 -1.33283
C 0.17961 -0.57715 -0.79693
N -0.95764 0.28897 -0.56111
C -2.15520 -0.34740 -0.04855
O -2.84110 0.58923 0.76916
H 1.98437 -0.27062 -2.11067
H 0.51990 -0.99956 0.16467
H -0.05942 -1.39613 -1.47916
H -0.63489 1.07979 -0.02174
H -2.82799 -0.55745 -0.87926
H -1.81995 -1.23895 0.49188
H -3.30856 0.03324 1.39849
H 3.24598 1.04072 2.36107
H 2.73548 0.67258 0.95257
O 2.83943 0.32803 1.84223
*
```

SMILES = O=CCNCO.O
orbital gap = 9.584 eV
E_HOMO = -9.05 eV

***

<ii>
A 2-piece molecular cluster, C3H9NO3 overall, computed with ωB97M-V with the def2-TZVPD basis set.

The geometry in ORCA input format:
```
! wB97M-V def2-TZVPD RIJCOSX def2/J DEFGRID3
* xyz 0 1
O 1.31298 2.64987 3.80522
H 1.32122 2.41428 4.76057
H 1.59689 1.82798 3.34462
O 1.21655 -3.22201 -0.39858
O -1.93267 0.58075 -0.02350
C 0.96267 -2.18217 -1.06706
N -0.30233 -1.66930 -1.07183
C -0.62888 0.70607 -0.59057
C -0.55633 -0.36231 -1.67251
H -2.00782 1.26388 0.67514
H 1.58280 -1.60917 -1.79837
H -1.03639 -2.09920 -0.50362
H 0.12401 0.52881 0.20137
H -0.42765 1.70229 -1.02934
H -1.48835 -0.43627 -2.26522
H 0.26331 -0.09349 -2.36631
*
```

SMILES = O=CNCCO.O
orbital gap = 10.129 eV
E_HOMO = -9.68 eV

***

Going by the energies, <ii> is most stable and the next is 75.1 kJ/mol up.

***

<i>
A 2-piece molecular cluster, C6H11NO overall, computed with ωB97M-V with the def2-TZVPD basis set.

The geometry in ORCA input format:
```
! wB97M-V def2-TZVPD RIJCOSX def2/J DEFGRID3
* xyz 1 2
C 2.29659 0.75809 -1.14037
C 1.12908 0.70346 -0.29601
C 0.63449 1.76029 0.52410
N -0.28642 1.23050 1.48600
C -0.56389 -0.11874 1.00938
C 0.34752 -0.44518 -0.04850
C -1.59133 -0.98382 1.50577
H 2.12417 -0.02446 -1.95411
H 2.56432 1.74873 -1.51666
H 3.20576 0.26139 -0.61746
H 1.07436 2.73805 0.56429
H -0.96073 1.78966 1.93518
H 0.42759 -1.42682 -0.55420
H -1.61990 -0.87973 2.61713
H -2.60735 -0.69358 1.02942
H -1.64169 -2.04101 1.50995
H -0.85739 -1.16810 -2.31291
H -1.96866 -1.67700 -1.37574
O -1.70652 -1.53174 -2.36526
*
```

orbital gap (spin up / spin down) = 10.244 / 7.404 eV
E_HOMO (spin up / spin down) = -14.36 / -14.70 eV

***

<ii>
An isolated ion of composition C6H11NO and charge +1, computed with ωB97M-V with the def2-TZVPD basis set.

The geometry in ORCA input format:
```
! wB97M-V def2-TZVPD RIJCOSX def2/J DEFGRID3
* xyz 1 2
C 0.97781 -1.87167 1.00096
N 0.53276 -0.90861 0.00095
C 1.71601 -0.11357 -0.39293
C 1.12570 1.29982 -0.51103
C 0.03871 1.34380 0.59608
C -0.57972 -0.01101 0.45509
C -1.78439 -0.21900 -0.50800
O -2.55618 0.59006 -0.89646
H 1.99585 -2.09189 1.04856
H 0.62237 -2.90100 0.79470
H 0.35810 -1.75797 1.87831
H 2.21484 -0.35263 -1.32912
H 2.58315 -0.06348 0.29272
H 0.89039 1.72961 -1.58911
H 1.97734 2.15596 -0.29433
H -0.82696 2.13787 0.34362
H 0.39960 1.73554 1.57291
H -0.85209 -0.21072 1.46274
H -1.60715 -1.31174 -0.85689
*
```

orbital gap (spin up / spin down) = 11.239 / 6.247 eV
E_HOMO (spin up / spin down) = -14.53 / -14.47 eV

***

Going by the energies, <i> is most stable and the next is 213.8 kJ/mol up.